This record from the Open Molecules 2025 dataset describes a cluster of 10 separate species, C29H60Cl18N5OS2 in total. The level of theory is ωB97M-V/def2-TZVPD.

Last column: Löwdin charge in e.
Element x y z (Å)
C1 -1.943 -1.131 4.617  -0.155
C2 -0.521 -1.212 4.046  -0.262
C3 -0.058 0.098 3.400  -0.236
C4 -0.984 0.601 2.298  -0.225
C5 -0.661 2.034 1.860  -0.216
C6 -1.456 2.440 0.617  -0.226
C7 -0.927 3.722 -0.042  -0.213
C8 -1.489 3.959 -1.447  -0.195
C9 -0.620 3.404 -2.591  -0.202
C10 -0.079 1.990 -2.362  -0.178
C11 1.144 1.680 -3.258  -0.239
C12 2.282 1.054 -2.429  -0.315
S1 3.178 -0.146 -3.439  1.109
C13 2.494 -1.744 -2.986  -0.323
C14 1.025 -1.851 -3.407  -0.239
C15 0.821 -2.175 -4.886  -0.252
C16 -0.638 -2.549 -5.183  -0.439
S2 -1.678 -1.137 -5.657  1.015
C17 -2.324 -0.730 -4.095  -0.714
N1 -2.162 -1.316 -2.964  0.055
N2 -2.910 -0.577 -2.043  0.075
C18 -3.448 0.369 -2.701  -0.192
O1 -3.128 0.350 -4.020  0.033
C19 4.899 -0.187 -2.961  -0.266
C20 5.316 -0.459 -1.481  -0.682
N3 6.079 -1.702 -1.472  0.085
N4 4.148 -0.571 -0.582  0.073
N5 6.245 0.601 -1.128  0.085
H1 -2.114 -1.894 5.375  0.034
H2 -2.104 -0.154 5.080  0.075
H3 -2.680 -1.246 3.823  0.058
H4 -0.479 -2.007 3.293  0.103
H5 0.161 -1.484 4.855  0.101
H6 0.933 -0.078 2.966  0.102
H7 0.059 0.853 4.184  0.114
H8 -0.871 -0.047 1.420  0.114
H9 -2.029 0.573 2.611  0.108
H10 -0.919 2.710 2.679  0.121
H11 0.413 2.110 1.651  0.108
H12 -1.442 1.605 -0.089  0.087
H13 -2.495 2.619 0.906  0.122
H14 0.168 3.727 -0.054  0.110
H15 -1.243 4.552 0.596  0.115
H16 -1.563 5.036 -1.618  0.105
H17 -2.517 3.586 -1.505  0.106
H18 -1.242 3.384 -3.493  0.117
H19 0.190 4.107 -2.793  0.039
H20 0.239 1.874 -1.326  0.092
H21 -0.866 1.268 -2.583  0.091
H22 1.501 2.607 -3.705  0.056
H23 0.861 0.997 -4.059  0.063
H24 2.991 1.786 -2.046  0.109
H25 1.850 0.477 -1.611  0.091
H26 3.090 -2.463 -3.555  0.107
H27 2.610 -1.899 -1.917  0.084
H28 0.488 -0.934 -3.165  0.084
H29 0.585 -2.650 -2.808  0.129
H30 1.458 -3.014 -5.178  0.121
H31 1.077 -1.310 -5.500  0.056
H32 -1.123 -3.013 -4.325  0.075
H33 -0.705 -3.245 -6.018  0.080
H34 -4.091 1.144 -2.318  0.140
H35 5.347 0.746 -3.303  0.097
H36 5.335 -0.976 -3.576  0.100
H37 6.738 -1.700 -0.701  0.087
H38 5.466 -2.497 -1.321  0.086
H39 4.372 -1.232 0.154  0.089
H40 4.002 0.310 -0.099  0.086
H41 5.772 1.499 -1.117  0.048
H42 6.625 0.445 -0.200  0.097
C21 -5.098 -2.697 7.010  -1.019
Cl1 -4.966 -1.305 5.928  0.540
Cl2 -3.619 -2.983 7.931  0.499
H43 -5.907 -2.514 7.707  0.029
H44 -5.300 -3.579 6.413  -0.032
C22 -7.861 -0.666 3.413  -1.032
Cl3 -6.550 0.518 3.323  0.476
Cl4 -8.695 -0.627 4.969  0.503
H45 -8.578 -0.439 2.634  0.022
H46 -7.436 -1.653 3.276  0.020
C23 1.121 1.435 -7.504  -0.985
Cl5 1.512 2.903 -8.396  0.570
Cl6 2.454 0.940 -6.440  0.538
H47 0.252 1.627 -6.885  0.021
H48 0.923 0.635 -8.208  0.033
C24 -2.709 -7.145 7.780  -1.002
Cl7 -2.014 -6.117 9.037  0.518
Cl8 -3.784 -6.255 6.692  0.509
H49 -1.900 -7.561 7.193  0.025
H50 -3.281 -7.931 8.259  0.026
C25 7.835 3.443 -2.146  -1.047
Cl9 6.570 4.307 -1.240  0.494
Cl10 9.290 4.416 -2.331  0.539
H51 8.085 2.537 -1.610  0.002
H52 7.446 3.212 -3.130  0.020
C26 -7.486 -7.309 6.385  -1.040
Cl11 -7.419 -5.557 6.634  0.507
Cl12 -9.126 -7.940 6.529  0.520
H53 -7.117 -7.524 5.390  0.024
H54 -6.865 -7.779 7.137  0.016
C27 2.702 6.399 -8.197  -1.012
Cl13 4.057 6.738 -7.113  0.519
Cl14 1.283 7.386 -7.822  0.531
H55 3.014 6.619 -9.211  0.029
H56 2.423 5.357 -8.092  -0.053
C28 0.339 -5.257 11.950  -1.048
Cl15 1.754 -4.197 11.927  0.501
Cl16 -0.505 -5.213 13.500  0.508
H57 -0.345 -4.929 11.177  -0.016
H58 0.668 -6.273 11.765  0.023
C29 1.616 6.869 -4.300  -1.014
Cl17 1.712 5.128 -4.632  0.532
Cl18 1.319 7.181 -2.587  0.530
H59 2.558 7.320 -4.587  0.001
H60 0.799 7.276 -4.881  0.005

Calculated values
- LUMO level (eV) = -2.2
- molar mass (g/mol) = 1197.1
- E (eV) = -287612.116
- total charge = +1
- HOMO-LUMO gap (eV) = 9.37